(1)
Here is a cluster of 9 separate species, C53H119N5O9S4 in total in a non-equilibrium geometry from the OMol25 dataset. Energies are from ωB97M-V with the def2-TZVPD basis set.

XYZ file:
```
190
Properties=species:S:1:pos:R:3
C 16.85 -28.43 7.07
C 16.96 -27.08 6.31
C 16.47 -27.25 4.86
C 16.20 -25.91 4.21
C 15.17 -25.17 4.99
C 15.63 -24.87 6.43
N 16.10 -26.15 7.04
O 16.39 -26.03 8.44
C 16.69 -23.84 6.44
C 14.39 -24.34 7.03
C 18.42 -26.55 6.45
H 15.89 -28.76 7.47
H 17.52 -28.35 7.92
H 17.22 -29.28 6.49
H 17.23 -27.71 4.22
H 15.59 -27.88 4.80
H 15.77 -26.00 3.21
H 17.18 -25.45 4.15
H 14.20 -25.68 5.00
H 15.06 -24.19 4.55
H 17.57 -23.99 5.82
H 16.51 -22.80 6.17
H 17.24 -23.90 7.38
H 14.56 -24.01 8.06
H 13.77 -23.62 6.52
H 13.72 -25.15 7.32
H 18.96 -26.26 7.35
H 18.61 -25.70 5.78
H 19.15 -27.30 6.18
H 15.81 -26.68 8.85
C 26.27 -23.99 3.05
C 26.93 -24.74 4.20
C 27.94 -25.71 3.45
C 29.11 -26.16 4.26
C 29.69 -24.92 4.98
C 28.70 -24.14 5.99
N 27.60 -23.81 5.19
O 26.77 -22.82 5.72
C 28.32 -24.98 7.31
C 29.45 -22.81 6.22
C 25.87 -25.55 4.95
H 25.94 -24.50 2.15
H 26.96 -23.19 2.82
H 25.32 -23.52 3.30
H 27.41 -26.61 3.13
H 28.17 -25.23 2.50
H 29.92 -26.73 3.81
H 28.93 -26.81 5.12
H 30.14 -24.29 4.20
H 30.50 -25.13 5.67
H 27.58 -25.76 7.13
H 29.33 -25.38 7.43
H 27.87 -24.33 8.06
H 29.05 -22.33 7.11
H 30.53 -22.79 6.37
H 29.18 -22.03 5.50
H 25.01 -25.91 4.38
H 25.28 -24.96 5.66
H 26.35 -26.29 5.59
H 26.84 -22.17 5.01
C 22.00 -17.41 14.56
C 21.39 -17.91 13.21
C 21.85 -16.90 12.08
C 21.52 -17.28 10.72
C 22.00 -18.67 10.34
C 21.92 -19.78 11.51
N 22.20 -19.14 12.85
O 22.26 -20.12 13.82
C 20.40 -20.34 11.41
C 22.91 -21.00 11.29
C 19.87 -18.00 13.24
H 21.61 -18.00 15.38
H 21.78 -16.35 14.73
H 23.09 -17.45 14.65
H 21.47 -15.90 12.31
H 22.93 -16.78 12.17
H 21.93 -16.43 10.18
H 20.44 -17.18 10.61
H 23.03 -18.61 9.99
H 21.43 -18.99 9.47
H 19.72 -19.59 11.00
H 20.30 -21.23 10.79
H 19.96 -20.60 12.37
H 23.95 -20.69 11.37
H 22.61 -21.79 11.98
H 22.85 -21.43 10.29
H 19.68 -16.97 13.53
H 19.56 -18.71 14.00
H 19.27 -18.32 12.38
H 23.16 -20.45 13.72
C 8.15 -20.94 4.55
C 6.98 -21.02 3.55
C 6.08 -22.20 3.89
C 4.77 -22.25 3.12
C 3.94 -20.92 3.02
C 4.92 -19.69 2.71
N 6.21 -19.72 3.50
O 7.01 -18.71 3.23
C 5.12 -19.72 1.19
C 4.16 -18.44 3.23
C 7.56 -21.45 2.18
H 7.66 -20.72 5.50
H 9.00 -20.32 4.27
H 8.62 -21.91 4.74
H 6.54 -23.14 3.60
H 5.82 -22.26 4.95
H 4.08 -23.02 3.47
H 5.02 -22.57 2.11
H 3.41 -20.98 3.97
H 3.14 -21.00 2.29
H 5.89 -19.05 0.83
H 5.43 -20.72 0.86
H 4.12 -19.55 0.79
H 3.81 -18.41 4.26
H 4.75 -17.52 3.19
H 3.36 -18.27 2.52
H 6.82 -22.01 1.61
H 8.44 -22.08 2.33
H 7.96 -20.59 1.63
H 7.22 -18.33 4.09
C 9.68 -13.64 8.26
C 10.94 -14.54 8.17
C 11.98 -13.96 9.15
C 12.01 -14.35 10.62
C 11.90 -15.83 10.81
C 11.43 -16.66 9.53
N 10.49 -15.85 8.71
O 9.89 -16.66 7.78
C 12.68 -17.19 8.73
C 10.73 -17.93 10.02
C 11.65 -14.60 6.67
H 9.69 -12.81 7.56
H 9.53 -13.09 9.19
H 8.83 -14.29 8.08
H 12.93 -13.94 8.62
H 11.79 -12.89 9.22
H 11.24 -13.67 10.99
H 12.96 -13.99 11.01
H 11.17 -16.03 11.60
H 12.90 -16.17 11.07
H 13.03 -18.03 9.33
H 12.44 -17.85 7.89
H 13.53 -16.54 8.54
H 9.72 -17.82 10.39
H 10.47 -18.76 9.36
H 11.36 -18.63 10.57
H 12.58 -15.16 6.59
H 11.69 -13.63 6.19
H 10.91 -15.21 6.15
H 9.00 -16.67 8.14
C 23.08 -27.31 10.07
S 22.85 -27.77 11.83
O 22.78 -26.46 12.61
C 21.20 -28.42 11.72
H 22.55 -26.39 9.81
H 22.57 -28.09 9.51
H 24.15 -27.22 9.91
H 21.10 -29.40 11.26
H 20.41 -27.78 11.32
H 20.88 -28.37 12.76
C 19.04 -32.27 1.48
S 20.53 -32.93 0.60
O 20.39 -34.39 0.39
C 20.32 -32.24 -1.18
H 19.01 -31.19 1.60
H 18.81 -32.59 2.50
H 18.19 -32.48 0.84
H 19.81 -31.28 -1.26
H 19.85 -32.89 -1.92
H 21.39 -32.17 -1.40
C 13.67 -26.59 -2.10
S 15.44 -27.09 -2.40
O 15.91 -28.13 -1.37
C 15.10 -28.05 -3.97
H 13.70 -25.76 -1.39
H 13.01 -27.30 -1.61
H 13.38 -26.14 -3.05
H 15.02 -27.48 -4.90
H 14.35 -28.83 -3.81
H 16.11 -28.41 -4.13
C 19.30 -35.34 13.23
S 17.82 -34.22 13.09
O 17.88 -33.37 11.81
C 16.67 -35.66 12.75
H 19.19 -36.17 13.92
H 20.21 -34.80 13.48
H 19.52 -35.94 12.35
H 17.24 -35.89 11.85
H 15.60 -35.56 12.56
H 16.56 -36.47 13.47
```

* frontier orbital gap: 8.07 eV
* charge: 0
* LUMO level: 0.330 eV


(2)
Here is the molecule C5H8N2 from the OMol25 dataset. Energies are from ωB97M-V with the def2-TZVPD basis set.

XYZ file:
```
15
Properties=species:S:1:pos:R:3
C -2.14 -0.43 0.21
N -0.83 -0.03 -0.29
C -0.12 -0.63 -1.35
C 1.11 -0.06 -1.50
C 1.78 0.24 0.91
C 1.08 0.90 -0.35
N -0.25 0.93 0.27
H -2.83 0.41 0.05
H -2.08 -0.65 1.28
H -2.47 -1.30 -0.35
H -0.63 -1.45 -1.86
H 2.84 0.46 0.83
H 1.62 -0.84 0.88
H 1.41 0.62 1.87
H 1.48 1.90 -0.52
```

* frontier orbital gap (alpha / beta): 7.92 / 7.92 eV
* charge: 0
* LUMO level (alpha / beta): -0.009 / -0.010 eV


(3)
Here is the ion C4H10N3O with charge +1 in a non-equilibrium geometry from the OMol25 dataset. Energies are from ωB97M-V with the def2-TZVPD basis set.

XYZ file:
```
18
Properties=species:S:1:pos:R:3
C -2.26 -0.85 0.03
C -1.08 -0.83 -0.94
O -0.86 -1.55 -1.90
N -0.09 0.27 -0.70
C 1.41 0.24 -1.10
N 2.04 -0.08 0.06
C 1.48 0.52 1.18
N -0.02 0.98 0.51
H -2.67 -1.84 -0.11
H -3.06 -0.13 -0.24
H -2.19 -0.80 1.13
H 1.53 1.20 -1.35
H 1.37 -0.61 -1.83
H 2.11 -1.13 0.19
H 1.18 0.01 2.07
H 1.87 1.47 1.57
H -0.82 1.06 1.06
H 0.06 2.05 0.38
```

* frontier orbital gap: 11.01 eV
* SMILES: CC(=O)N1CNC[NH2+]1
* charge: +1
* LUMO level: -3.611 eV